1.
{
  "formula": "C29H69B2N2O26P5S2",
  "method": "wB97M-V/def2-TZVPD",
  "fmax_ev_per_a": 6.8,
  "homo_energy_ev": -9.219,
  "homo_lumo_gap_ev": 9.0,
  "e_tot_ev": -156879.7367,
  "smiles": "CN(C)B(O)[C@]1(S)OS(=O)(=O)O[C@]1(CCc1ccccc1)B(O)N(C)C.COP(=O)(OC)OC.COP(=O)(OC)OC.COP(=O)(OC)OC.COP(=O)(OC)OC.COP(=O)(OC)OC",
  "symbols": ["C", "N", "C", "B", "O", "C", "S", "O", "S", "O", "O", "O", "C", "C", "C", "C", "C", "C", "C", "C", "C", "B", "O", "N", "C", "C", "H", "H", "H", "H", "H", "H", "H", "H", "H", "H", "H", "H", "H", "H", "H", "H", "H", "H", "H", "H", "H", "H", "H", "H", "C", "O", "P", "O", "O", "C", "O", "C", "H", "H", "H", "H", "H", "H", "H", "H", "H", "C", "O", "P", "O", "O", "C", "O", "C", "H", "H", "H", "H", "H", "H", "H", "H", "H", "C", "O", "P", "O", "O", "C", "O", "C", "H", "H", "H", "H", "H", "H", "H", "H", "H", "C", "O", "P", "O", "O", "C", "O", "C", "H", "H", "H", "H", "H", "H", "H", "H", "H", "C", "O", "P", "O", "O", "C", "O", "C", "H", "H", "H", "H", "H", "H", "H", "H", "H"],
  "coordinates": [[-2.20, -3.18, 5.89], [-1.70, -3.28, 4.48], [-1.60, -4.77, 4.22], [-2.66, -2.65, 3.49], [-3.89, -3.40, 3.23], [-2.38, -1.26, 2.69], [-2.75, -1.80, 0.90], [-1.04, -0.73, 2.62], [-1.19, 0.74, 1.75], [-0.26, 1.82, 2.31], [-0.75, 0.70, 0.30], [-2.86, 0.98, 1.96], [-3.26, 0.05, 3.06], [-4.88, -0.07, 2.86], [-5.69, 0.03, 4.24], [-7.20, -0.52, 4.15], [-8.22, 0.17, 5.14], [-9.72, -0.25, 5.25], [-10.18, -1.41, 4.31], [-9.19, -2.11, 3.31], [-7.68, -1.67, 3.22], [-2.78, 0.94, 4.38], [-2.42, 0.32, 5.63], [-2.66, 2.43, 4.26], [-1.52, 2.96, 5.11], [-3.88, 3.13, 4.82], [-1.53, -3.85, 6.55], [-2.10, -2.11, 6.29], [-3.25, -3.62, 5.96], [-1.76, -5.04, 3.13], [-2.40, -5.30, 4.87], [-0.59, -5.20, 4.57], [-4.67, -2.91, 3.58], [-4.07, -2.22, 0.84], [-5.12, -1.05, 2.33], [-5.18, 0.77, 2.11], [-5.20, -0.58, 5.10], [-5.80, 1.15, 4.53], [-7.86, 1.01, 5.82], [-10.38, 0.28, 6.00], [-11.26, -1.76, 4.38], [-9.57, -2.97, 2.65], [-6.92, -2.14, 2.52], [-3.23, -0.01, 6.10], [-1.43, 4.08, 4.88], [-1.86, 2.86, 6.20], [-0.53, 2.43, 4.88], [-3.64, 4.20, 5.16], [-4.22, 2.51, 5.73], [-4.72, 3.07, 4.04], [-3.07, -5.58, 0.82], [-3.64, -6.85, 0.53], [-5.04, -6.86, -0.26], [-5.98, -5.77, 0.11], [-5.59, -8.34, 0.00], [-5.87, -8.68, 1.35], [-4.59, -6.88, -1.79], [-5.61, -6.71, -2.77], [-3.29, -5.33, 1.86], [-1.99, -5.64, 0.70], [-3.46, -4.80, 0.17], [-6.40, -7.87, 1.86], [-4.93, -8.89, 1.87], [-6.49, -9.57, 1.36], [-5.69, -5.65, -3.03], [-6.58, -7.07, -2.41], [-5.34, -7.28, -3.66], [4.82, -0.22, -0.78], [3.89, 0.84, -0.93], [4.16, 2.18, -0.09], [4.73, 1.97, 1.26], [2.75, 2.92, -0.12], [1.67, 2.24, 0.52], [5.07, 3.05, -1.08], [5.63, 4.25, -0.55], [4.41, -0.96, -0.09], [4.97, -0.69, -1.76], [5.79, 0.13, -0.41], [1.98, 1.82, 1.48], [1.31, 1.44, -0.13], [0.86, 2.95, 0.69], [6.64, 4.03, -0.18], [5.02, 4.67, 0.25], [5.71, 4.98, -1.36], [1.21, 6.14, -5.57], [2.43, 5.87, -4.89], [3.55, 5.08, -5.70], [3.05, 4.02, -6.60], [4.53, 4.56, -4.54], [3.97, 3.66, -3.59], [4.39, 6.24, -6.40], [5.38, 5.84, -7.35], [0.46, 5.41, -5.26], [0.86, 7.14, -5.30], [1.32, 6.09, -6.66], [3.36, 2.89, -4.10], [3.34, 4.21, -2.88], [4.77, 3.17, -3.05], [4.94, 5.85, -8.35], [5.78, 4.85, -7.13], [6.20, 6.57, -7.33], [11.87, 8.44, -2.62], [11.49, 7.34, -1.81], [9.92, 7.05, -1.64], [9.07, 8.26, -1.57], [9.87, 6.10, -0.35], [10.32, 6.67, 0.87], [9.60, 6.06, -2.85], [8.23, 5.75, -3.09], [12.11, 9.29, -1.98], [12.75, 8.17, -3.19], [11.07, 8.73, -3.31], [9.94, 7.69, 0.99], [11.41, 6.69, 0.88], [9.97, 6.06, 1.70], [7.83, 6.44, -3.83], [7.64, 5.81, -2.17], [8.17, 4.73, -3.48], [-1.68, -4.23, -5.94], [-1.47, -4.67, -4.60], [-0.28, -5.70, -4.35], [-0.08, -6.71, -5.42], [-0.63, -6.31, -2.91], [-1.85, -7.04, -2.81], [0.97, -4.76, -4.06], [2.25, -5.38, -3.97], [-2.51, -4.80, -6.37], [-1.94, -3.17, -5.92], [-0.79, -4.37, -6.56], [-1.97, -7.71, -3.67], [-2.69, -6.34, -2.77], [-1.84, -7.63, -1.90], [2.73, -5.36, -4.95], [2.17, -6.42, -3.62], [2.86, -4.82, -3.26]]
}

---

2.
{
  "formula": "C29H69BFO21P4",
  "method": "wB97M-V/def2-TZVPD",
  "fmax_ev_per_a": 8.5,
  "homo_energy_ev": -3.846,
  "charge": -1,
  "homo_lumo_gap_ev": 5.2,
  "e_tot_ev": -114745.4298,
  "symbols": ["O", "C", "O", "C", "C", "B", "O", "C", "C", "O", "F", "O", "H", "H", "H", "H", "H", "H", "H", "H", "H", "O", "P", "O", "C", "C", "O", "C", "C", "O", "C", "C", "H", "H", "H", "H", "H", "H", "H", "H", "H", "H", "H", "H", "H", "H", "H", "O", "P", "O", "C", "C", "O", "C", "C", "O", "C", "C", "H", "H", "H", "H", "H", "H", "H", "H", "H", "H", "H", "H", "H", "H", "H", "O", "P", "O", "C", "C", "O", "C", "C", "O", "C", "C", "H", "H", "H", "H", "H", "H", "H", "H", "H", "H", "H", "H", "H", "H", "H", "O", "P", "O", "C", "C", "O", "C", "C", "O", "C", "C", "H", "H", "H", "H", "H", "H", "H", "H", "H", "H", "H", "H", "H", "H", "H"],
  "coordinates": [[-1.62, -2.70, 2.19], [-2.07, -2.88, 1.09], [-3.22, -2.42, 0.61], [-3.69, -1.21, 1.26], [-4.32, -0.26, 0.23], [-3.29, 0.04, -1.01], [-2.98, -1.03, -1.98], [-1.59, -1.01, -2.05], [-1.04, 0.27, -1.35], [-0.66, 1.26, -2.22], [0.03, -0.08, -0.50], [-2.03, 0.64, -0.49], [-1.54, -3.53, 0.38], [-2.90, -0.66, 1.76], [-4.49, -1.51, 1.94], [-4.45, 0.68, 0.77], [-5.32, -0.58, -0.06], [-3.76, 0.96, -1.72], [-1.24, -1.24, -3.06], [-1.17, -1.81, -1.42], [-0.51, 2.05, -1.70], [4.63, -1.36, 1.18], [4.34, -1.57, 2.62], [5.02, -3.05, 2.86], [6.44, -3.17, 2.82], [7.08, -2.75, 4.13], [2.78, -2.00, 2.54], [1.89, -1.44, 1.55], [1.59, -2.46, 0.48], [4.21, -1.33, 4.24], [3.39, -0.23, 4.69], [2.17, -0.78, 5.39], [6.84, -2.59, 1.98], [6.65, -4.22, 2.62], [6.96, -1.68, 4.30], [8.15, -2.97, 4.12], [6.62, -3.27, 4.96], [2.31, -0.54, 1.11], [0.97, -1.17, 2.06], [2.50, -2.81, -0.01], [0.93, -2.04, -0.27], [1.11, -3.34, 0.92], [3.11, 0.42, 3.86], [3.99, 0.36, 5.39], [1.49, -1.26, 4.68], [1.62, 0.02, 5.89], [2.45, -1.54, 6.12], [7.85, 4.43, 4.08], [7.57, 4.06, 2.67], [7.93, 5.36, 1.77], [9.29, 5.79, 1.69], [10.07, 4.98, 0.67], [5.93, 4.12, 2.63], [5.16, 3.89, 3.81], [4.59, 5.19, 4.33], [7.61, 3.01, 1.44], [7.08, 1.68, 1.66], [5.83, 1.48, 0.85], [9.76, 5.74, 2.67], [9.26, 6.84, 1.38], [10.18, 3.94, 1.00], [11.07, 5.40, 0.53], [9.55, 4.96, -0.29], [5.74, 3.38, 4.57], [4.34, 3.22, 3.52], [5.39, 5.90, 4.55], [4.01, 5.03, 5.23], [3.95, 5.66, 3.58], [6.89, 1.51, 2.73], [7.84, 0.97, 1.35], [5.01, 2.09, 1.23], [5.51, 0.44, 0.87], [5.98, 1.78, -0.19], [-5.40, 4.50, -1.93], [-6.44, 5.16, -1.09], [-6.32, 4.29, 0.29], [-5.19, 4.50, 1.13], [-5.41, 5.70, 2.03], [-7.74, 4.38, -1.75], [-7.76, 4.04, -3.14], [-7.54, 2.55, -3.31], [-7.52, 6.19, -0.40], [-8.26, 7.08, -1.27], [-9.72, 6.69, -1.26], [-4.28, 4.60, 0.54], [-5.08, 3.60, 1.74], [-5.44, 6.63, 1.45], [-4.60, 5.79, 2.76], [-6.36, 5.62, 2.56], [-7.02, 4.61, -3.70], [-8.75, 4.32, -3.53], [-6.60, 2.24, -2.87], [-7.54, 2.28, -4.37], [-8.33, 1.99, -2.81], [-7.85, 7.07, -2.28], [-8.15, 8.09, -0.87], [-9.87, 5.74, -1.77], [-10.32, 7.44, -1.76], [-10.08, 6.56, -0.24], [-1.10, -5.62, -2.30], [-1.21, -6.28, -3.62], [-0.77, -5.19, -4.73], [0.58, -4.72, -4.75], [1.50, -5.69, -5.47], [-2.83, -6.31, -3.86], [-3.72, -6.32, -2.74], [-4.36, -4.96, -2.57], [-1.00, -7.57, -4.60], [-1.53, -8.84, -4.16], [-2.68, -9.24, -5.05], [0.93, -4.53, -3.73], [0.57, -3.76, -5.27], [1.59, -6.63, -4.92], [2.50, -5.26, -5.59], [1.10, -5.94, -6.46], [-3.21, -6.62, -1.83], [-4.49, -7.07, -2.95], [-3.62, -4.18, -2.42], [-5.04, -4.95, -1.71], [-4.93, -4.70, -3.46], [-1.84, -8.80, -3.11], [-0.72, -9.57, -4.24], [-3.54, -8.60, -4.89], [-2.98, -10.27, -4.86], [-2.40, -9.15, -6.10]]
}

---

3.
{
  "formula": "C29H69BrNO21S6",
  "method": "wB97M-V/def2-TZVPD",
  "fmax_ev_per_a": 0.9,
  "homo_energy_ev": -11.808,
  "charge": 1,
  "homo_lumo_gap_ev": 9.5,
  "e_tot_ev": -210725.0034,
  "symbols": ["C", "O", "C", "C", "C", "C", "C", "Br", "C", "N", "C", "C", "O", "C", "C", "O", "H", "H", "H", "H", "H", "H", "H", "H", "H", "H", "H", "H", "H", "H", "H", "H", "H", "H", "H", "H", "H", "O", "S", "O", "O", "C", "C", "C", "H", "H", "H", "H", "H", "H", "H", "H", "O", "S", "O", "O", "C", "C", "C", "H", "H", "H", "H", "H", "H", "H", "H", "O", "S", "O", "O", "C", "C", "C", "H", "H", "H", "H", "H", "H", "H", "H", "O", "S", "O", "O", "C", "C", "C", "H", "H", "H", "H", "H", "H", "H", "H", "O", "S", "O", "O", "C", "C", "C", "H", "H", "H", "H", "H", "H", "H", "H", "O", "S", "O", "O", "C", "C", "C", "H", "H", "H", "H", "H", "H", "H", "H"],
  "coordinates": [[-2.61, -5.51, -1.24], [-1.89, -4.39, -1.73], [-2.60, -3.52, -2.58], [-2.60, -2.12, -1.99], [-1.19, -1.64, -1.62], [-0.72, -1.79, -0.16], [-1.84, -1.65, 0.87], [-1.40, -0.46, 2.34], [-3.11, -1.10, 0.24], [-3.56, -2.09, -0.80], [-4.97, -1.91, -1.25], [-6.02, -1.96, -0.14], [-7.28, -1.96, -0.76], [-7.98, -0.74, -0.78], [-7.68, 0.14, -1.95], [-8.75, -0.51, 0.08], [-1.88, -6.29, -1.01], [-3.31, -5.90, -1.99], [-3.15, -5.28, -0.32], [-3.61, -3.90, -2.76], [-2.11, -3.45, -3.55], [-3.01, -1.42, -2.73], [-0.49, -2.18, -2.26], [-1.10, -0.58, -1.89], [0.00, -0.99, 0.00], [-0.19, -2.73, 0.00], [-2.07, -2.61, 1.34], [-3.90, -0.98, 0.98], [-2.93, -0.14, -0.25], [-3.47, -3.01, -0.37], [-5.03, -0.98, -1.82], [-5.19, -2.73, -1.94], [-5.93, -1.14, 0.57], [-5.93, -2.90, 0.43], [-8.39, 0.96, -1.97], [-7.69, -0.41, -2.89], [-6.67, 0.57, -1.84], [0.93, 1.11, -1.18], [1.85, 1.77, -0.29], [1.43, 2.96, 0.37], [3.21, 2.01, -1.06], [3.16, 2.71, -2.34], [2.99, 4.20, -2.18], [2.47, 0.62, 0.90], [2.37, 2.27, -2.95], [4.11, 2.47, -2.80], [2.00, 4.46, -1.78], [3.10, 4.69, -3.15], [3.74, 4.61, -1.50], [2.81, -0.27, 0.38], [1.64, 0.40, 1.57], [3.28, 1.08, 1.46], [6.43, 3.51, 2.65], [6.23, 2.14, 2.31], [5.17, 1.41, 2.95], [7.59, 1.35, 2.45], [8.35, 1.51, 3.68], [7.76, 0.73, 4.83], [6.01, 1.96, 0.58], [8.41, 2.58, 3.92], [9.34, 1.16, 3.42], [6.80, 1.14, 5.13], [8.43, 0.77, 5.68], [7.61, -0.32, 4.55], [6.80, 2.49, 0.05], [5.04, 2.40, 0.36], [6.01, 0.90, 0.33], [-5.38, -0.73, -5.87], [-6.74, -1.06, -6.16], [-7.74, -0.68, -5.21], [-6.83, -2.63, -6.44], [-6.20, -3.47, -5.44], [-7.05, -3.59, -4.20], [-7.19, -0.50, -7.76], [-5.22, -3.04, -5.22], [-6.05, -4.43, -5.93], [-7.15, -2.63, -3.69], [-6.58, -4.30, -3.51], [-8.05, -3.95, -4.43], [-6.44, -0.82, -8.47], [-7.24, 0.58, -7.71], [-8.17, -0.91, -8.01], [-2.16, 6.28, 2.51], [-1.51, 6.23, 3.79], [-0.18, 6.73, 3.91], [-1.57, 4.73, 4.32], [-1.12, 3.70, 3.41], [0.39, 3.59, 3.34], [-2.53, 6.95, 5.02], [-1.56, 3.89, 2.43], [-1.57, 2.79, 3.81], [0.83, 4.46, 2.87], [0.65, 2.71, 2.75], [0.81, 3.48, 4.34], [-3.53, 6.54, 4.94], [-2.53, 8.02, 4.83], [-2.09, 6.75, 6.00], [-0.97, -4.55, -5.40], [0.29, -5.24, -5.51], [1.47, -4.55, -5.09], [0.45, -5.76, -6.99], [0.26, -4.81, -8.08], [1.46, -3.91, -8.28], [0.20, -6.80, -4.72], [-0.65, -4.25, -7.89], [0.09, -5.44, -8.94], [1.59, -3.22, -7.44], [1.31, -3.32, -9.19], [2.37, -4.50, -8.38], [-0.69, -7.32, -5.07], [0.14, -6.60, -3.65], [1.10, -7.36, -4.96], [6.47, 1.65, 8.29], [6.42, 3.09, 8.25], [7.19, 3.77, 7.26], [6.76, 3.66, 9.69], [7.97, 3.17, 10.33], [9.22, 3.83, 9.79], [4.75, 3.63, 8.17], [8.00, 2.09, 10.24], [7.81, 3.42, 11.38], [9.41, 3.53, 8.76], [10.07, 3.53, 10.40], [9.12, 4.91, 9.81], [4.18, 3.12, 8.94], [4.39, 3.36, 7.18], [4.73, 4.71, 8.30]]
}